Below is 12 unconnected molecules or ions with the total composition C56H132B4ClF16N7O3, with properties calculated with ωB97M-V/def2-TZVPD.

Geometry as XYZ:
```
219
Properties=species:S:1:pos:R:3:mulliken_charge:R:1
C 10.296 4.574 -13.522 -1.304
C 11.681 5.321 -13.642 -0.146
N 12.779 4.578 -14.558 0.348
C 12.650 2.992 -14.393 -1.077
C 12.487 4.801 -15.988 -1.351
C 12.643 6.304 -16.585 -0.580
C 14.181 5.012 -13.950 -0.801
C 15.462 4.825 -14.792 -0.833
O 15.316 5.303 -16.137 -0.151
C 16.532 5.148 -17.012 -0.890
H 9.522 4.888 -12.822 0.410
H 10.426 3.510 -13.325 0.341
H 9.841 4.309 -14.476 0.356
H 12.220 5.458 -12.704 0.467
H 11.581 6.328 -14.047 0.217
H 11.747 2.634 -14.887 0.391
H 12.657 2.882 -13.308 0.477
H 13.513 2.442 -14.767 0.334
H 11.585 4.334 -16.381 0.579
H 13.286 4.210 -16.435 0.495
H 13.376 6.898 -16.038 0.439
H 11.715 6.829 -16.361 0.266
H 12.725 6.377 -17.669 0.023
H 14.334 4.604 -12.951 0.457
H 13.955 6.069 -13.808 0.603
H 15.689 3.765 -14.904 0.505
H 16.250 5.323 -14.228 0.385
H 16.427 4.884 -18.065 0.356
H 17.113 4.393 -16.483 0.395
H 17.211 6.000 -17.058 0.299
C 8.975 14.924 -10.688 -1.119
C 9.187 13.410 -10.238 -0.383
N 9.051 12.407 -11.391 0.272
C 9.672 11.061 -10.808 -0.897
C 7.535 12.124 -11.696 -0.453
C 6.863 13.163 -12.737 -0.873
C 9.888 12.700 -12.643 -0.678
C 11.331 13.310 -12.566 -0.640
O 12.260 12.416 -12.001 -0.391
C 13.038 11.439 -12.778 -0.248
H 7.934 15.247 -10.683 0.352
H 9.294 15.122 -11.712 0.234
H 9.540 15.645 -10.097 0.350
H 8.376 13.122 -9.570 0.507
H 10.144 13.289 -9.730 0.441
H 9.883 10.391 -11.642 0.352
H 8.946 10.572 -10.159 0.360
H 10.631 11.187 -10.305 0.360
H 6.985 11.897 -10.783 0.477
H 7.724 11.217 -12.269 0.419
H 5.779 13.066 -12.800 0.420
H 7.186 12.938 -13.754 0.098
H 7.112 14.208 -12.555 0.184
H 9.307 13.466 -13.156 -0.038
H 9.958 11.800 -13.255 0.608
H 11.300 14.212 -11.955 0.336
H 11.549 13.635 -13.583 0.313
H 13.706 10.794 -12.206 0.378
H 13.706 12.010 -13.423 0.247
H 12.446 10.723 -13.347 -0.088
C 11.809 17.217 -25.186 -1.484
C 12.642 15.972 -25.383 -0.412
N 12.023 14.651 -25.950 0.528
C 11.125 14.161 -24.724 -1.908
C 11.119 14.781 -27.230 -0.464
C 11.816 15.025 -28.607 -1.344
C 13.208 13.580 -26.158 -0.718
C 12.606 12.156 -26.074 0.203
O 11.583 11.861 -27.013 -0.428
C 10.626 10.877 -26.713 -0.371
H 12.479 18.062 -25.030 0.538
H 11.061 17.174 -24.395 0.185
H 11.271 17.400 -26.117 0.392
H 13.084 15.802 -24.401 0.253
H 13.415 16.309 -26.074 0.641
H 10.493 13.333 -25.043 0.554
H 10.436 15.002 -24.649 0.678
H 11.728 14.038 -23.824 0.619
H 10.425 15.552 -26.894 0.504
H 10.566 13.843 -27.282 0.365
H 12.584 14.294 -28.862 0.315
H 12.371 15.952 -28.468 0.343
H 11.119 14.918 -29.439 0.394
H 13.950 13.671 -25.365 0.067
H 13.718 13.951 -27.047 0.504
H 12.143 12.123 -25.088 -0.234
H 13.327 11.348 -26.192 0.673
H 10.429 10.802 -25.644 -0.027
H 11.080 9.901 -26.883 0.334
H 9.665 10.954 -27.221 0.283
C 11.509 9.781 -15.677 -0.972
C 11.417 10.293 -17.085 1.152
C 11.686 11.865 -17.158 0.710
N 11.354 12.412 -18.611 1.217
C 9.803 12.317 -18.873 -0.693
C 12.101 11.642 -19.674 -1.214
C 12.099 12.452 -20.957 0.826
C 12.079 13.901 -20.429 2.019
C 11.995 13.793 -18.780 -0.082
H 10.935 10.467 -15.055 -0.071
H 12.520 9.846 -15.274 0.332
H 11.175 8.766 -15.460 0.503
H 10.478 9.988 -17.546 0.201
H 12.114 9.867 -17.806 -0.860
H 12.740 12.069 -16.969 -0.417
H 11.100 12.369 -16.390 -0.536
H 9.427 13.045 -19.592 0.217
H 9.191 12.353 -17.972 0.132
H 9.522 11.345 -19.277 0.144
H 11.553 10.715 -19.845 0.498
H 13.093 11.313 -19.363 -0.158
H 11.216 12.213 -21.550 -1.248
H 12.938 12.126 -21.572 0.573
H 11.386 14.661 -20.792 -0.394
H 13.015 14.342 -20.770 -1.523
H 11.234 14.443 -18.348 0.814
H 12.994 13.833 -18.347 -0.535
C 17.672 20.136 -22.022 -1.308
C 17.260 18.616 -21.813 -0.211
C 16.310 18.422 -20.641 -0.891
N 15.654 16.974 -20.799 0.713
C 14.894 16.645 -22.110 -0.707
C 14.726 16.919 -19.523 -0.659
C 15.235 15.803 -18.560 -0.530
C 15.932 14.848 -19.563 0.173
C 16.736 15.884 -20.371 -0.979
H 17.899 20.622 -21.074 0.354
H 17.024 20.803 -22.591 0.347
H 18.608 20.022 -22.569 0.374
H 18.133 17.967 -21.741 0.404
H 16.742 18.270 -22.707 0.174
H 15.470 19.114 -20.698 0.401
H 16.796 18.566 -19.676 0.511
H 15.497 16.174 -22.886 0.507
H 14.480 17.542 -22.569 0.520
H 14.150 15.881 -21.882 -0.244
H 13.753 16.590 -19.890 0.307
H 14.663 17.901 -19.055 0.288
H 14.430 15.328 -18.000 0.195
H 15.854 16.315 -17.824 0.435
H 15.241 14.264 -20.172 -0.290
H 16.555 14.112 -19.055 0.515
H 17.192 15.577 -21.312 0.456
H 17.454 16.297 -19.662 0.443
C 12.911 9.090 -23.994 -1.945
C 13.612 8.667 -22.652 1.116
C 15.120 8.761 -22.749 -0.818
N 16.001 8.330 -21.604 0.439
C 17.429 8.630 -22.140 -0.967
C 15.698 9.102 -20.266 -0.749
C 14.618 8.261 -19.589 0.284
C 14.804 6.795 -20.045 -0.505
C 15.923 6.837 -21.198 -0.957
H 13.120 10.136 -24.218 0.130
H 11.828 8.979 -23.938 0.517
H 12.997 8.521 -24.919 0.611
H 13.413 7.644 -22.335 0.239
H 13.229 9.298 -21.851 -0.486
H 15.451 9.765 -23.014 0.236
H 15.269 8.129 -23.624 0.298
H 17.455 9.667 -22.474 0.361
H 17.687 7.865 -22.872 0.363
H 18.141 8.685 -21.317 0.397
H 16.598 9.084 -19.651 0.296
H 15.328 10.072 -20.598 0.361
H 14.570 8.370 -18.506 1.087
H 13.616 8.439 -19.980 -0.728
H 15.032 6.062 -19.271 0.070
H 13.880 6.483 -20.531 0.396
H 16.935 6.693 -20.820 0.468
H 15.887 6.338 -22.167 0.355
C 5.585 13.338 -21.335 -1.605
C 6.197 14.481 -22.050 0.636
C 6.807 15.513 -21.050 -0.817
N 7.343 16.818 -21.610 0.558
C 8.556 16.479 -22.459 -1.973
C 7.674 17.951 -20.588 -0.541
C 6.296 18.538 -20.235 -0.730
C 5.622 18.582 -21.618 -0.621
C 6.290 17.589 -22.419 -0.459
H 6.176 12.748 -20.634 0.197
H 5.219 12.658 -22.104 0.405
H 4.757 13.624 -20.687 0.486
H 5.493 14.826 -22.807 0.302
H 7.129 14.210 -22.548 -0.100
H 7.600 15.039 -20.470 0.158
H 6.040 15.807 -20.333 0.403
H 8.279 15.951 -23.371 0.604
H 9.268 15.996 -21.789 0.410
H 8.962 17.450 -22.742 0.823
H 8.253 18.794 -20.964 0.407
H 8.119 17.369 -19.780 0.387
H 6.331 19.545 -19.820 0.415
H 5.646 18.066 -19.497 0.334
H 5.721 19.559 -22.090 0.329
H 4.551 18.402 -21.522 0.314
H 6.844 18.122 -23.192 0.334
H 5.619 16.914 -22.949 0.279
Cl 15.399 12.838 -23.066 -0.750
B 10.172 7.312 -19.133 -0.033
F 9.774 6.346 -20.089 -0.352
F 11.374 7.930 -19.268 0.086
F 9.235 8.301 -19.220 -0.273
F 10.075 6.766 -17.861 -0.347
B 8.698 11.888 -22.547 -0.281
F 9.549 11.187 -23.320 -0.185
F 8.406 11.169 -21.378 -0.368
F 9.235 13.099 -22.297 0.190
F 7.540 12.156 -23.292 -0.309
B 15.462 12.266 -16.642 0.125
F 14.952 10.965 -16.521 -0.308
F 15.371 12.553 -18.005 -0.112
F 14.620 13.119 -15.980 -0.399
F 16.776 12.469 -16.233 -0.321
B 9.023 14.487 -15.681 0.236
F 8.441 15.380 -14.709 -0.373
F 8.630 13.190 -15.336 -0.327
F 8.491 14.765 -16.953 -0.206
F 10.407 14.627 -15.682 -0.325
```

As for the orbital gap: 0.2898 Ha. The charge is +2. The total energy comes out at -4979.3956 hartree. The calculation puts the largest force on an atom at 4.24 eV/Å. Its spin multiplicity is 1.